The following is a DFT calculation (the ωB97M-V functional and the def2-TZVPD basis) of 11 unconnected molecules or ions with the total composition C45H117NO25P6 in a non-equilibrium geometry.

Positions of all 194 atoms, in Å:
C1 -2.4392 2.1037 -5.9598
C2 -2.3621 2.4010 -4.4605
C3 -2.4141 3.8922 -4.1882
C4 -2.7227 4.3089 -2.7656
C5 -4.1827 4.2420 -2.4353
C6 -4.4647 4.5291 -0.9751
H1 -3.4032 2.3584 -6.4003
H2 -2.4088 1.0245 -6.1097
H3 -1.6470 2.4388 -6.6293
H4 -3.1084 1.8516 -3.8867
H5 -1.3699 2.0150 -4.2267
H6 -2.9990 4.4682 -4.9053
H7 -1.4400 4.3035 -4.4532
H8 -2.1362 3.6835 -2.0925
H9 -2.4437 5.3545 -2.6354
H10 -4.7697 4.9667 -2.9996
H11 -4.6360 3.3075 -2.7659
H12 -5.4890 4.7732 -0.6933
H13 -4.1113 3.6847 -0.3834
H14 -3.9605 5.4291 -0.6232
C7 -3.6711 -1.3714 -3.5174
C8 -4.9360 -1.5102 -4.2678
C9 -5.9146 -0.4139 -3.8961
C10 -7.1089 -0.2731 -4.7963
C11 -8.0358 0.8418 -4.3336
C12 -7.4280 2.1788 -4.7434
H15 -2.9558 -2.0167 -4.0273
H16 -3.6875 -1.6783 -2.4717
H17 -3.2857 -0.3555 -3.6045
H18 -4.7114 -1.3578 -5.3234
H19 -5.3684 -2.5002 -4.1223
H20 -5.3733 0.5090 -3.6880
H21 -6.3517 -0.6005 -2.9151
H22 -6.7267 -0.1350 -5.8077
H23 -7.6462 -1.2194 -4.8583
H24 -9.0921 0.7143 -4.5701
H25 -8.0636 0.9656 -3.2510
H26 -8.1559 2.9573 -4.5151
H27 -6.5840 2.4161 -4.0957
H28 -7.1679 2.2474 -5.7997
C13 -2.0291 0.7834 -0.6177
C14 -2.2822 0.1662 0.7415
C15 -1.1654 -0.7874 1.2949
C16 0.1651 -0.1006 1.4949
C17 1.0585 -1.0651 2.2278
C18 2.5049 -0.6148 2.3708
H29 -2.0724 0.0729 -1.4432
H30 -1.0436 1.2473 -0.5775
H31 -2.7706 1.5363 -0.8851
H32 -2.3547 1.0216 1.4132
H33 -3.2196 -0.3874 0.6872
H34 -1.1458 -1.6204 0.5923
H35 -1.5151 -1.1750 2.2518
H36 0.5734 0.1963 0.5289
H37 0.0367 0.8132 2.0751
H38 0.5801 -1.2053 3.1971
H39 1.1024 -2.0473 1.7571
H40 2.5338 0.3973 2.7743
H41 3.1130 -1.1494 3.1005
H42 3.0688 -0.6946 1.4414
C19 -3.7539 -2.2657 4.1114
C20 -4.7630 -1.8754 3.0525
C21 -4.9484 -0.3221 2.8429
C22 -5.8259 -0.0854 1.6492
C23 -5.9994 1.4048 1.2707
C24 -6.7831 1.5293 -0.0064
H43 -2.7241 -2.0159 3.8558
H44 -3.6712 -3.3322 4.3206
H45 -4.1198 -1.7599 5.0049
H46 -4.4973 -2.2988 2.0839
H47 -5.7805 -2.2144 3.2473
H48 -3.9811 0.1740 2.7636
H49 -5.4296 0.0378 3.7523
H50 -5.4062 -0.5643 0.7646
H51 -6.8248 -0.4754 1.8442
H52 -6.5965 1.8487 2.0673
H53 -5.0500 1.9354 1.1986
H54 -7.2268 2.5242 -0.0427
H55 -6.1626 1.3572 -0.8859
H56 -7.6555 0.8758 0.0002
C25 -0.5419 -4.4029 4.6771
C26 0.9126 -4.0827 4.7754
O1 1.7681 -4.6342 4.1134
N1 1.2457 -3.1379 5.6678
C27 2.5670 -2.5030 5.9763
H57 -0.6133 -5.4606 4.9306
H58 -0.8039 -4.1112 3.6601
H59 -1.2078 -3.9708 5.4241
H60 0.4577 -2.8828 6.2458
H61 2.2972 -1.6877 6.6475
H62 3.1594 -2.2283 5.1035
H63 3.2101 -3.1473 6.5758
C28 4.5712 0.4011 -3.7453
O2 4.6344 1.0991 -2.5047
P1 3.7939 2.4910 -2.2691
O3 4.0631 3.4917 -3.3200
O4 2.2637 2.0278 -2.1077
C29 1.1989 2.9755 -1.8024
O5 4.1486 2.9875 -0.7296
C30 3.9163 2.0797 0.3533
H64 5.5819 0.4304 -4.1524
H65 3.8344 0.8422 -4.4166
H66 4.2699 -0.6283 -3.5512
H67 0.2866 2.8380 -2.3830
H68 1.6126 3.9556 -2.0396
H69 1.0652 3.0075 -0.7211
H70 4.8401 2.0377 0.9303
H71 3.8118 1.0540 -0.0003
H72 3.0798 2.3461 0.9994
C31 3.9911 -3.8282 -3.4294
O6 3.2664 -3.5641 -2.2595
P2 3.2356 -4.7642 -1.1560
O7 4.5835 -5.0490 -0.5567
O8 2.1066 -4.1864 -0.1921
C32 0.8766 -3.8778 -0.8559
O9 2.5730 -6.0146 -1.9300
C33 2.8314 -7.3308 -1.4994
H73 3.5775 -3.3640 -4.3247
H74 4.1056 -4.8679 -3.7360
H75 4.9831 -3.4220 -3.2316
H76 0.2048 -4.6418 -0.4646
H77 0.8560 -3.8328 -1.9448
H78 0.4695 -2.9213 -0.5281
H79 1.8690 -7.6289 -1.0834
H80 3.5179 -7.4107 -0.6565
H81 3.0525 -7.9939 -2.3358
C34 1.5556 2.5616 6.6089
O10 2.4674 1.6074 6.0756
P3 3.9883 1.3246 6.6041
O11 4.1801 1.2903 8.0888
O12 4.4179 -0.1146 5.9138
C35 5.5739 -0.8304 6.3294
O13 4.8959 2.3930 5.7805
C36 4.8898 2.2739 4.3345
H82 0.8932 2.1205 7.3537
H83 0.9321 2.9483 5.8028
H84 1.9959 3.4578 7.0461
H85 5.2216 -1.6413 6.9668
H86 6.2141 -0.1946 6.9411
H87 6.0774 -1.3404 5.5082
H88 5.8826 2.0366 3.9523
H89 4.6039 3.2087 3.8523
H90 4.2557 1.4746 3.9508
C37 1.3948 0.5457 -7.1813
O14 0.8469 0.2013 -5.9479
P4 0.1695 -1.2170 -5.6464
O15 -0.9394 -1.5599 -6.5891
O16 1.4031 -2.2320 -5.6158
C38 1.7991 -3.0113 -6.7097
O17 -0.2670 -1.1226 -4.0616
C39 0.7400 -0.7601 -3.1595
H91 1.5738 -0.3104 -7.8318
H92 2.4081 0.9151 -7.0233
H93 0.8387 1.3437 -7.6733
H94 2.7224 -2.6223 -7.1391
H95 1.0150 -3.0172 -7.4668
H96 2.0120 -4.0427 -6.4286
H97 1.3323 -1.6443 -2.9241
H98 0.3732 -0.3080 -2.2380
H99 1.4410 -0.0653 -3.6219
C40 9.9595 -0.4445 0.8141
O18 8.7792 -0.6854 0.0840
P5 7.3800 0.0443 0.5148
O19 6.9835 -0.0773 1.9519
O20 7.4839 1.5740 -0.1350
C41 8.0033 1.6206 -1.4788
O21 6.3562 -0.5783 -0.5663
C42 5.6820 -1.7657 -0.2002
H100 10.5245 -1.2874 1.2121
H101 9.7768 0.2804 1.6073
H102 10.6604 -0.0226 0.0938
H103 8.0355 0.6458 -1.9654
H104 8.9138 2.2169 -1.4192
H105 7.2733 2.1054 -2.1269
H106 5.9503 -2.1482 0.7846
H107 5.9113 -2.5750 -0.8935
H108 4.6092 -1.5746 -0.2225
C43 -3.8738 1.1127 6.5639
O22 -3.7733 1.5513 5.2381
P6 -2.4366 2.2390 4.7238
O23 -1.9499 3.3156 5.6524
O24 -2.8666 2.8021 3.3042
C44 -2.0587 3.8303 2.6793
O25 -1.3848 1.0044 4.2639
C45 -0.6946 0.3430 5.2609
H109 -4.3190 0.1237 6.6717
H110 -4.4426 1.8799 7.0892
H111 -3.0068 1.0960 7.2244
H112 -2.7262 4.6056 2.3030
H113 -1.4698 3.4267 1.8556
H114 -1.4061 4.3430 3.3858
H115 0.3720 0.3357 5.0366
H116 -1.0114 -0.6982 5.3217
H117 -0.8333 0.8045 6.2386

Values from the calculation:
E: -5769.10497 Eh
HOMO: -9.5 eV
SMILES: COP(=O)(OC)OC.COP(=O)(OC)OC.COP(=O)(OC)OC.COP(=O)(OC)OC.COP(=O)(OC)OC.COP(=O)(OC)OC.CNC(C)=O.CCCCCC.CCCCCC.CCCCCC.CCCCCC
orbital gap: 9.8 eV

=====

The following is a DFT calculation (the ωB97M-V functional and the def2-TZVPD basis) of a molecular structure, C47H44BrCdIN5OP2Se2Te in a non-equilibrium geometry.

Positions of all 105 atoms, in Å:
Cd1 0.6434 -1.0158 0.2080
Te1 0.3432 4.0800 -0.1843
C1 -0.9082 5.3380 1.0222
C2 -2.2421 5.5322 0.6919
C3 -3.0328 6.2870 1.5472
N1 -2.5802 6.8337 2.6711
C4 -1.2988 6.6612 2.9690
C5 -0.4229 5.9272 2.1795
C6 -0.6685 2.3375 0.5611
P1 0.1016 1.3312 1.8543
C7 1.7937 2.0062 2.0446
C8 2.7943 1.5561 1.1844
C9 4.0687 2.0984 1.2257
C10 4.3494 3.1322 2.1051
C11 3.3434 3.6351 2.9154
C12 2.0737 3.0784 2.8891
C13 -0.6810 1.9723 3.3820
C14 -0.1768 1.6124 4.6368
C15 -0.7321 2.1492 5.7865
C16 -1.7715 3.0649 5.7021
C17 -2.2626 3.4406 4.4620
C18 -1.7295 2.8829 3.3091
P2 -1.0651 1.2872 -0.7704
C19 -2.0496 2.2548 -1.9467
C20 -3.2791 2.7457 -1.5155
C21 -4.0227 3.5621 -2.3526
C22 -3.5439 3.8865 -3.6141
C23 -2.3226 3.3917 -4.0484
C24 -1.5778 2.5721 -3.2154
C25 -2.1697 -0.0028 -0.0763
C26 -2.9140 0.3064 1.0639
C27 -3.7726 -0.6319 1.6126
C28 -3.8911 -1.8876 1.0372
C29 -3.1692 -2.1977 -0.1060
C30 -2.3180 -1.2593 -0.6707
H1 -2.6590 5.0972 -0.2065
H2 -4.0795 6.4635 1.3228
H3 -0.9581 7.1262 3.8877
H4 0.6135 5.8064 2.4657
H5 2.5752 0.7942 0.4403
H6 4.8374 1.7221 0.5637
H7 5.3413 3.5615 2.1406
H8 3.5420 4.4727 3.5709
H9 1.3010 3.4802 3.5294
H10 0.6627 0.9369 4.7124
H11 -0.3403 1.8599 6.7526
H12 -2.1840 3.4974 6.6037
H13 -3.0505 4.1780 4.3816
H14 -2.1132 3.1788 2.3416
H15 -3.6436 2.4953 -0.5270
H16 -4.9739 3.9498 -2.0125
H17 -4.1213 4.5373 -4.2569
H18 -1.9425 3.6625 -5.0245
H19 -0.6187 2.1866 -3.5409
H20 -2.8164 1.2809 1.5206
H21 -4.3444 -0.3749 2.4941
H22 -4.5513 -2.6233 1.4758
H23 -3.2727 -3.1732 -0.5621
H24 -1.7847 -1.4961 -1.5846
C31 3.6906 -4.7276 -0.3922
N2 2.8254 -4.8097 -1.5498
C32 3.1950 -5.2684 -2.7903
C33 2.0841 -5.2707 -3.5624
N3 1.0459 -4.8156 -2.7889
C34 -0.3231 -4.6624 -3.2277
C35 1.5129 -4.5002 -1.5709
Se1 0.5031 -3.8559 -0.1420
H25 4.5222 -5.4165 -0.5186
H26 3.1266 -4.9994 0.4979
H27 4.0788 -3.7163 -0.2705
H28 4.2075 -5.5465 -3.0179
H29 1.9532 -5.5632 -4.5878
H30 -0.5252 -5.3828 -4.0179
H31 -0.4575 -3.6376 -3.6078
H32 -0.9927 -4.8323 -2.3878
Br1 5.6156 -4.0821 2.5605
C36 3.8562 -4.5640 3.0750
C37 3.6375 -5.8455 3.5586
C38 2.3578 -6.2468 3.9045
C39 1.2936 -5.3722 3.7534
C40 1.5057 -4.0848 3.2860
C41 2.7883 -3.6796 2.9547
I1 3.1058 -1.7015 2.2670
H33 4.4758 -6.5203 3.6564
H34 2.1953 -7.2449 4.2864
H35 0.2895 -5.6869 4.0005
H36 0.6695 -3.4081 3.1798
O1 -0.6014 -1.4286 2.4084
C42 0.0945 -0.5954 2.8447
C43 2.4963 -1.5698 -5.0019
N4 1.1473 -1.1296 -5.2697
C44 0.7560 -0.4200 -6.3887
C45 -0.5676 -0.1976 -6.2532
N5 -0.9450 -0.7890 -5.0646
C46 -2.2785 -0.7556 -4.5088
C47 0.1074 -1.3669 -4.4319
Se2 0.3924 0.1793 -2.0188
H37 2.7431 -2.4617 -5.5809
H38 2.5714 -1.8027 -3.9413
H39 3.2066 -0.7803 -5.2448
H40 1.4361 -0.1246 -7.1673
H41 -1.2546 0.3274 -6.8929
H42 -2.9790 -0.3677 -5.2449
H43 -2.3021 -0.1067 -3.6310
H44 -2.5889 -1.7564 -4.2093

Values from the calculation:
charge: +1
E: -10959.18435 Eh
HOMO: -9.3 eV
orbital gap: 6.4 eV

=====

The following is a DFT calculation (the ωB97M-V functional and the def2-TZVPD basis) of a molecular structure, C14H33F6NNiO17S6 in a non-equilibrium geometry.

Positions of all 78 atoms, in Å:
Ni1 0.5996 -0.2807 -0.0376
C1 1.1161 -4.0734 -0.5829
F1 1.1925 -5.3372 -0.2291
F2 1.6924 -3.9100 -1.7867
F3 -0.1579 -3.7064 -0.7050
S1 1.9267 -2.9928 0.7028
O1 0.8832 -2.7473 1.6539
O2 3.0749 -3.6629 1.1707
N1 2.1832 -1.5701 -0.1041
S2 3.6243 -1.5196 -0.8600
O3 4.2229 -2.7879 -1.1015
O4 3.5901 -0.6060 -1.9494
C2 4.7148 -0.7478 0.4097
F4 4.3010 0.5208 0.6237
F5 4.6950 -1.4001 1.5728
F6 5.9502 -0.7072 -0.0850
O5 -0.6528 1.1059 0.2603
H1 -1.5597 1.4124 0.2887
O6 -1.3766 -1.5030 0.7274
S3 -2.6786 -1.4001 1.2685
O7 -3.1344 -0.2087 1.8944
O8 -3.6613 -1.7758 0.0666
C3 -5.0180 -1.2925 0.1328
C4 -5.6626 -1.4406 -1.2300
C5 -2.9840 -2.7495 2.3764
H2 -5.1193 -0.2986 0.5669
H3 -5.5791 -1.9006 0.8571
H4 -6.5494 -2.0714 -1.1583
H5 -4.9838 -1.8482 -1.9743
H6 -6.0543 -0.5008 -1.6274
H7 -3.7979 -2.4372 3.0237
H8 -2.1159 -2.8779 3.0238
H9 -3.1209 -3.6477 1.7853
O9 0.4723 1.5279 3.8142
S4 1.4533 0.6206 3.3246
O10 1.3659 0.1041 2.0049
O11 2.8708 1.3045 3.4020
C6 3.1047 2.2356 4.4953
C7 2.8508 3.6492 4.0499
C8 1.6311 -0.7656 4.4558
H10 4.1407 2.0915 4.7995
H11 2.4782 1.9588 5.3452
H12 3.0988 4.3507 4.8481
H13 1.7904 3.7798 3.8295
H14 3.4283 3.8959 3.1603
H15 2.5732 -0.6191 4.9654
H16 1.6077 -1.6542 3.8272
H17 0.7337 -0.7646 5.0662
O12 0.6880 -1.0740 -4.3503
S5 -0.3080 -1.0956 -3.3472
O13 0.0202 -0.7967 -1.9935
O14 -1.4401 -0.1046 -3.7404
C9 -2.4571 0.1416 -2.7164
C10 -3.4815 1.0647 -3.3242
C11 -1.1142 -2.6524 -3.4017
H18 -1.9541 0.5406 -1.8298
H19 -2.9094 -0.8017 -2.3915
H20 -4.2039 1.3673 -2.5647
H21 -4.0297 0.6065 -4.1494
H22 -3.0205 1.9522 -3.7562
H23 -0.3607 -3.4241 -3.2856
H24 -1.6836 -2.7579 -4.3198
H25 -1.8112 -2.7096 -2.5633
O15 1.9009 1.2076 -0.7631
S6 2.3389 2.5527 -0.7652
O16 3.7049 2.9038 -0.7100
O17 1.7847 3.2040 -2.0679
C12 0.5533 2.6649 -2.5934
C13 -0.2110 3.8167 -3.2055
C14 1.4202 3.4069 0.4563
H26 -0.0391 2.1366 -1.8415
H27 0.8445 1.9243 -3.3433
H28 0.4222 4.5509 -3.6960
H29 -0.6896 4.3780 -2.3864
H30 -1.0567 3.4969 -3.8098
H31 1.7521 3.0368 1.4263
H32 0.3660 3.2866 0.2474
H33 1.8143 4.4248 0.4235

Values from the calculation:
E: -6383.63799 Eh
HOMO (alpha / beta): -8.9 / -8.8 eV
multiplicity: 3
orbital gap (alpha / beta): 9.0 / 8.9 eV

=====

The following is a DFT calculation (the ωB97M-V functional and the def2-TZVPD basis) of C6H8N2O in the gas phase in a non-equilibrium geometry.

Positions of all 17 atoms, in Å:
C1 -1.4252 2.4690 0.8652
C2 -0.8380 1.2103 0.4390
C3 0.2984 0.8912 -0.3080
C4 1.5675 -2.1229 -0.8498
C5 1.8248 -1.9325 0.4930
C6 -1.2955 -0.7002 -0.5639
H1 -2.0373 2.9674 0.0177
H2 -0.5118 3.1609 1.1168
H3 -1.9873 2.2619 1.8511
H4 1.3239 1.3614 -0.3599
H5 1.7493 -3.1435 -1.5441
H6 2.4807 -2.6126 0.9025
H7 1.5107 -0.8315 1.0177
H8 -1.6751 -1.7079 -0.8831
N1 -0.0114 -0.3640 -0.8301
N2 -1.8335 0.2678 0.1073
O1 0.8598 -1.1747 -1.4715

Values from the calculation:
E: -418.00816 Eh
HOMO: -8.9 eV
SMILES: C=COn1cnc(C)c1
orbital gap: 9.8 eV

=====

The following is a DFT calculation (the ωB97M-V functional and the def2-TZVPD basis) of C11H15N in the gas phase in a non-equilibrium geometry.

Positions of all 27 atoms, in Å:
C1 -0.0502 0.5031 -2.8327
C2 -1.8472 -0.3519 -0.1651
C3 -1.3377 -0.9899 -1.2356
C4 -0.6928 1.9472 -0.5425
C5 -1.2726 0.8799 0.3721
C6 0.6595 1.2790 -0.2893
C7 -0.3136 -0.6910 -2.1599
C8 0.3373 0.6893 0.9899
C9 0.2971 -1.8416 -3.0201
C10 0.8195 -0.7905 1.3008
C11 0.4128 1.5512 2.2057
N1 0.1559 1.3480 -3.5740
H1 -2.4462 -0.9178 0.5023
H2 -1.7078 -1.9951 -1.1958
H3 -1.2013 1.9953 -1.5523
H4 -0.6813 2.8893 -0.1648
H5 -1.9120 1.2634 1.1728
H6 1.2098 0.7196 -1.0151
H7 0.5431 -2.5763 -2.2046
H8 1.1470 -1.5435 -3.6302
H9 -0.4326 -2.3484 -3.6516
H10 0.3389 -1.0620 2.2914
H11 1.8902 -0.7279 1.3391
H12 0.4869 -1.4439 0.4486
H13 -0.0778 2.5814 2.1487
H14 1.4453 1.6116 2.6500
H15 -0.2437 0.9987 2.9583

Values from the calculation:
E: -482.68958 Eh
HOMO (alpha / beta): -7.8 / -7.6 eV
orbital gap (alpha / beta): 8.1 / 6.5 eV

=====

The following is a DFT calculation (the ωB97M-V functional and the def2-TZVPD basis) of a molecular structure, C37H28N4S2Sn.

Positions of all 72 atoms, in Å:
Sn1 -0.4343 -1.1982 -0.4230
C1 3.1554 -3.6359 -0.5569
C2 2.3455 -3.0900 0.5937
C3 3.0571 -2.0176 1.3693
C4 0.9063 -0.9958 2.6286
C5 0.0186 -2.1822 2.5983
C6 0.1815 -3.3193 1.9098
C7 1.1671 -3.6598 0.8894
H1 2.9078 -4.6754 -0.7672
H2 4.2265 -3.5681 -0.3637
H3 2.9594 -3.0579 -1.4645
H4 3.7181 -1.4767 0.6848
H5 0.7217 -0.3457 3.4760
H6 -0.8057 -2.1384 3.3021
H7 -0.5680 -4.0848 2.0814
H8 0.8869 -4.5139 0.2809
S1 -3.5527 2.7705 -3.0809
C8 -4.3140 4.1539 -3.7370
C9 -3.7989 5.2981 -3.2211
C10 -2.7675 5.0516 -2.2745
C11 -2.5115 3.7265 -2.0827
C12 -1.5191 3.1152 -1.1879
C13 -1.4029 1.7233 -1.0857
N1 -0.5428 1.0862 -0.3033
C14 0.3199 1.8146 0.4799
C15 0.2816 3.2272 0.4242
C16 1.1968 3.9736 1.2091
C17 2.0964 3.3347 1.9973
C18 2.1332 1.9164 2.0707
C19 3.0969 1.2529 2.9302
C20 3.2006 -0.0803 2.9981
C21 2.3104 -0.9414 2.1411
N2 1.2434 -0.2479 1.3749
C22 1.2354 1.1756 1.3412
C23 4.0703 -0.7670 3.9486
C24 3.8550 -1.9806 4.5533
C25 4.8372 -2.3031 5.5222
C26 5.7859 -1.3322 5.6316
S2 5.5079 -0.0403 4.5592
C27 -0.6504 3.8513 -0.4133
H9 -5.1006 4.0399 -4.4673
H10 -4.1404 6.2842 -3.5014
H11 -2.2430 5.8456 -1.7578
H12 -2.0566 1.1011 -1.6772
H13 1.1650 5.0555 1.1638
H14 2.8011 3.9003 2.5949
H15 3.6998 1.8742 3.5828
H16 3.7290 -2.5300 2.0578
H17 2.9961 -2.6084 4.3420
H18 4.8381 -3.2083 6.1125
H19 6.6510 -1.3236 6.2778
H20 -0.6709 4.9351 -0.4458
C28 -5.0304 -1.1048 -0.0154
C29 -5.5095 -1.0498 -1.3135
C30 -4.6142 -1.0140 -2.3719
C31 -3.2551 -1.0300 -2.1112
N3 -2.7976 -1.0797 -0.8478
C32 -3.6624 -1.1236 0.1715
C33 -2.2173 -0.9583 -3.1800
C34 -2.5189 -0.9488 -4.5310
C35 -1.4913 -0.8452 -5.4557
C36 -0.1816 -0.7585 -5.0135
C37 0.0471 -0.7894 -3.6523
N4 -0.9434 -0.8819 -2.7580
H21 -5.6976 -1.1364 0.8345
H22 -6.5747 -1.0350 -1.5052
H23 -4.9847 -0.9676 -3.3855
H24 -3.2373 -1.1830 1.1671
H25 -3.5412 -1.0238 -4.8720
H26 -1.7150 -0.8359 -6.5147
H27 0.6461 -0.6763 -5.7040
H28 1.0559 -0.7427 -3.2575

Values from the calculation:
charge: +2
E: -2655.96861 Eh
HOMO: -12.4 eV
orbital gap: 6.3 eV